The following is a quantum chemistry calculation of a molecular structure, C28H26AlClN5O5S2Te, from OMol25.

Calculated values
* E_HOMO: -9.9 eV
* multiplicity: 1
* total charge: +1
* Kohn-Sham gap: 5.9534 eV

Each line ends with the Löwdin charge.
Positions of all 69 atoms, in Å:
Al1 1.01937 1.77112 -0.30012  -0.07
Cl1 4.89462 2.61177 5.76745  0.70
C1 4.20255 2.37865 4.19881  -0.66
C2 4.96534 1.77455 3.19021  -0.06
C3 4.44130 1.57049 1.93538  0.03
C4 3.12184 1.94756 1.65052  -0.28
O1 2.61991 1.71123 0.45298  -0.14
C5 2.36425 2.57455 2.66133  -0.12
C6 1.08468 3.13354 2.37198  0.01
N1 0.44040 2.97768 1.26048  0.10
C7 -0.75476 3.69530 1.01771  -0.17
C8 -1.54114 4.36662 1.91379  0.02
C9 -2.67088 5.08498 1.46699  -0.04
C10 -2.99908 5.13782 0.14132  0.00
C11 -2.21300 4.44030 -0.80550  -0.13
C12 -2.46791 4.42892 -2.19735  0.04
C13 -1.64843 3.72706 -3.03383  0.00
C14 -0.57560 2.99957 -2.49135  -0.08
N2 -0.32255 2.97421 -1.19660  0.06
C15 -1.10904 3.70811 -0.35054  -0.14
C16 2.92503 2.79120 3.93605  -0.05
H1 5.98014 1.47297 3.40988  0.12
H2 5.02729 1.10966 1.15298  0.13
H3 0.65823 3.77107 3.14655  0.14
H4 -1.31893 4.35706 2.97199  0.12
H5 -3.27505 5.60770 2.19401  0.12
H6 -3.85651 5.70292 -0.19591  0.13
H7 -3.31041 4.98631 -2.58566  0.13
H8 -1.81132 3.70436 -4.10054  0.12
H9 0.08973 2.42392 -3.12106  0.06
H10 2.34383 3.28176 4.70586  0.12
Te1 2.15024 0.63304 -2.34426  1.09
C17 0.63921 -0.10675 -3.60755  -1.00
C18 0.79386 -0.35996 -4.93900  -0.25
C19 -0.36878 -0.91684 -5.54925  -0.19
C20 -1.39541 -1.07817 -4.67798  -0.41
S1 -0.94035 -0.56674 -3.10236  0.92
H11 1.70792 -0.15327 -5.47402  0.10
H12 -0.43091 -1.17671 -6.59474  0.11
H13 -2.38284 -1.46301 -4.86410  0.07
C21 0.66295 -7.59956 -0.46117  -0.11
C22 -0.10539 -6.31926 -0.75940  -0.29
S2 0.13367 -5.14056 0.55156  0.64
O2 -0.07125 -5.77736 1.82647  -0.29
O3 1.36141 -4.41654 0.31339  -0.31
C23 -1.20075 -3.97648 0.34255  -0.20
C24 -1.11027 -2.93874 1.46576  -0.11
N3 -1.06572 -1.56976 0.94462  0.08
C25 0.04367 -0.82332 0.82243  -0.24
N4 -0.26136 0.37372 0.30262  0.09
C26 -1.61378 0.39233 0.09024  -0.02
C27 -2.11173 -0.80035 0.48487  -0.13
N5 -3.47259 -1.23455 0.36996  -0.32
O4 -3.72057 -2.39226 0.64426  0.10
O5 -4.27275 -0.39509 0.02475  0.12
C28 1.40441 -1.27241 1.20559  0.04
H14 0.50073 -8.30885 -1.27092  0.08
H15 0.32427 -8.04551 0.47086  0.08
H16 1.73139 -7.40486 -0.38529  0.09
H17 -1.17786 -6.49489 -0.83888  0.11
H18 0.25196 -5.82511 -1.66253  0.11
H19 -2.13902 -4.52218 0.38642  0.11
H20 -1.09046 -3.51948 -0.64087  0.12
H21 -0.21588 -3.07150 2.07142  0.12
H22 -1.97291 -3.02056 2.12193  0.14
H23 -2.14687 1.21910 -0.33888  0.13
H24 1.55523 -1.15878 2.28130  0.12
H25 2.14199 -0.67155 0.67954  0.06
H26 1.56060 -2.32020 0.94284  0.07